Record 1
A cluster of 8 separate species, C56H86N6O6 in total at a distorted geometry, computed with the ωB97M-V functional and the def2-TZVPD basis.

Each line ends with the Löwdin charge.
Atoms and positions in Å:
C  -2.9338  4.6859  -4.8357  -0.083
H  1.9327  -4.8368  -5.9976  0.110
H  -3.3173  0.4797  6.2857  0.116
H  4.5746  -2.8461  1.1283  0.039
H  -0.5285  -2.4290  6.9405  0.033
H  -3.6975  -1.9361  2.9362  0.084
C  7.1713  -6.0676  -0.1360  -0.267
H  0.9410  6.1547  1.0763  0.120
C  0.3069  -2.4739  0.2731  -0.076
H  -5.4717  5.5912  -1.8218  0.118
C  -1.6248  6.0895  -0.1646  -0.265
H  -1.7508  5.7668  2.3199  0.060
C  -1.1608  -0.5121  -0.4717  -0.098
H  1.4550  0.6041  -1.7803  0.067
H  6.1846  -4.5416  -2.9910  0.074
H  -0.2065  2.7592  -5.6949  0.104
H  -0.7982  -2.5162  -5.2148  0.080
H  -0.8779  -5.4044  -0.9433  0.126
H  -4.3342  0.8058  -2.2301  0.108
C  -0.0271  -1.0308  0.3531  -0.298
H  -0.1016  -2.1068  5.0939  0.067
H  0.8650  6.3899  -0.5782  0.093
C  0.6138  -2.6610  4.4943  -0.242
H  -5.7681  8.6685  -5.6428  0.121
C  -0.9389  4.1661  1.1934  -0.239
H  2.6368  -2.2089  3.5904  0.054
C  -1.4674  0.8367  -0.4362  -0.017
C  -3.2097  -0.9073  -1.7063  -0.002
H  -3.6067  0.5178  2.0836  0.097
C  -3.9267  4.7845  -3.7441  -0.290
H  2.7947  4.9821  -0.0484  0.073
C  0.1387  -4.4410  -5.0059  -0.609
H  -2.9203  2.3790  -1.0561  0.091
H  -1.7945  3.6611  0.7243  0.088
C  -5.6784  7.9907  -4.8021  -0.009
H  4.6517  -1.1861  -3.6182  0.106
N  -0.6127  5.0771  0.0803  -0.181
H  -0.6968  -3.6804  8.1481  0.071
H  -1.9807  2.9664  -3.9538  0.113
C  -2.8037  -1.3639  2.6918  -0.049
H  1.3620  -1.1033  3.1149  0.048
C  -2.5813  1.3516  -1.0846  -0.052
C  -1.9839  5.3358  -6.9265  0.001
H  -3.8567  2.6230  2.0127  0.055
H  9.2240  -6.5711  -0.5963  0.069
H  -7.2686  7.4225  -1.8841  0.108
H  -2.6421  5.6818  -0.1963  0.116
C  -1.4909  6.7023  -1.5555  -0.075
O  0.6804  -0.2271  0.9238  0.093
H  -0.2193  3.3802  1.4225  0.101
H  2.3507  -2.2186  0.9599  0.110
C  1.8098  4.5160  -0.1036  -0.075
H  -1.0641  1.3279  5.6107  0.073
H  -2.1830  4.2983  3.0180  0.033
O  -0.2020  -5.5649  -4.6674  0.032
H  1.5091  -6.5066  3.3163  0.075
C  -3.4364  0.4644  -1.7306  -0.055
C  1.8543  -4.7537  4.4649  -0.234
C  -2.8803  0.0756  5.3743  -0.223
N  3.7596  -0.7494  -3.7731  0.147
H  -3.8537  -1.5109  -2.3305  0.119
H  6.0555  -6.2741  -2.4529  0.058
H  9.0274  -4.8344  -0.0968  0.071
C  -3.8113  6.7421  -5.9846  -0.288
H  0.1121  -6.0870  4.1184  0.070
C  5.6169  -5.2835  -2.4251  -0.086
N  1.2062  -3.7203  5.3024  -0.194
H  2.7292  -4.2914  4.0130  0.096
H  -1.5292  -3.5506  -3.8952  0.077
H  3.4283  -0.2940  -4.6082  0.096
H  -2.2329  7.4746  -1.7515  0.076
H  1.5656  4.0290  -1.0437  0.072
H  -0.8111  1.5264  0.0792  0.101
C  0.3980  -4.2816  6.3601  -0.265
H  6.2358  -2.4460  1.1218  0.081
H  1.4339  -3.2429  -6.0616  0.096
C  -1.3810  0.2882  5.4903  -0.094
H  1.4455  -6.1360  -0.3154  0.112
C  -4.7923  6.0394  -3.7532  -0.075
C  -2.1185  -1.4176  -0.9966  -0.083
H  -1.9091  -1.6815  3.2356  0.055
O  -3.6777  7.6067  -6.8155  0.123
C  1.6084  -2.8936  0.5542  -0.007
H  1.8474  3.8238  0.7401  0.064
H  -1.9826  0.5764  2.6047  0.113
H  1.1290  -0.1745  -3.3297  0.073
H  0.8697  -2.8086  7.9194  0.076
H  -5.4005  2.4011  3.1115  0.081
C  1.8374  0.4522  -2.7895  0.002
H  0.0219  -2.7611  -3.7398  0.075
C  -4.7755  6.9292  -4.8488  -0.068
H  -0.5654  -4.6708  5.9909  0.111
H  -0.4611  4.7602  3.1882  0.077
H  1.9082  1.4682  -3.1820  0.078
C  -0.6381  -3.2804  -4.4473  -0.009
H  -1.6045  5.8889  -2.2760  0.066
C  -1.9737  3.6611  -4.7859  0.002
H  6.8799  -6.9042  -0.7741  0.101
C  -1.3350  4.7830  2.5412  -0.060
H  -7.2843  8.9586  -3.6972  0.108
H  -4.4254  3.7377  3.1900  0.067
C  -6.5560  7.2687  -2.6834  -0.056
H  8.5012  -5.4721  -1.6729  0.061
H  0.9167  -5.0931  6.8704  0.113
C  8.5797  -5.6846  -0.6016  -0.090
H  -1.0931  -0.3207  6.3593  0.061
H  -0.3343  4.2522  -7.6729  0.108
C  1.0664  -5.1391  -0.1406  -0.038
H  7.2776  -6.5007  0.8616  0.102
H  -0.4927  7.1025  -1.7358  0.057
H  2.9708  -4.4562  0.7090  0.081
C  -0.0003  -3.2478  7.4319  -0.080
C  -2.9255  5.5679  -5.9128  -0.078
H  -3.1049  -0.9875  5.2479  0.107
N  1.2210  -4.1734  -5.7471  0.158
C  -3.5105  2.1048  4.1443  -0.253
C  5.9526  -4.6492  1.3114  -0.262
H  4.7122  -5.2727  -3.0455  0.069
C  1.7139  -1.7420  3.9246  -0.061
C  5.5356  -3.1799  1.5303  -0.087
O  3.6391  -0.5353  -1.5490  0.029
H  -1.9330  5.9881  -7.7888  0.120
H  1.9699  -1.1461  4.8061  0.077
C  -0.1878  -4.6886  -0.5121  -0.002
C  3.1794  -0.2501  -2.6475  -0.583
C  -4.3497  2.6590  2.9793  -0.099
H  5.5705  -2.8807  2.5837  0.069
C  -2.9646  0.1567  2.8845  -0.254
C  0.9434  -5.6112  3.5883  -0.078
C  5.2020  -4.8666  -1.0130  -0.246
H  0.0812  -3.1373  3.6548  0.098
H  -2.5035  2.5197  3.9970  0.092
C  -0.9920  4.3771  -6.8229  -0.059
C  -6.5410  8.1738  -3.7420  -0.062
N  -3.4457  0.6472  4.1565  -0.193
C  -1.8950  -2.9120  -0.8913  -0.301
H  0.5004  -5.0660  2.7581  0.047
N  6.3365  -4.8431  -0.0830  -0.173
C  -5.6539  6.2255  -2.6802  -0.014
O  -4.0828  3.9887  -2.8521  0.097
O  -2.7950  -3.6408  -1.2116  0.118
C  -0.5775  -3.3679  -0.3287  -0.082
C  0.7515  5.5828  0.1511  -0.270
H  -2.5264  -1.6673  1.6809  0.052
H  4.4453  -5.5687  -0.6328  0.106
H  2.3232  -5.4118  5.2051  0.106
H  4.7040  -3.8968  -1.0607  0.106
H  -0.6557  -0.0210  4.7291  0.057
C  1.9691  -4.2025  0.3853  -0.069
C  -0.9925  3.5001  -5.7445  -0.055
H  6.8154  -4.6535  1.9849  0.110
H  -1.6699  6.8248  0.6485  0.105
H  -3.9803  2.4883  5.0494  0.119
H  5.3180  -5.4347  1.7407  0.115

frontier orbital gap = 6.643 eV
LUMO energy = -1.24 eV
energy = -2965.3529 hartree
SMILES = O=C1c2ccccc2C(=O)c2ccccc21.O=C1c2ccccc2C(=O)c2ccccc21.CCN(CC)CC.CCN(CC)CC.CCN(CC)CC.CCN(CC)CC.CC(N)=O.CC(N)=O



Record 2
A cluster of 11 separate species, C56H88BO26PS5 in total at a distorted geometry, computed with the ωB97M-V functional and the def2-TZVPD basis.

Each line ends with the Löwdin charge.
Atoms and positions in Å:
H  -1.3443  -4.2555  5.2534  0.132
H  1.1781  1.5312  -10.0473  0.102
O  8.8364  0.7722  4.0781  -0.201
H  13.5863  -4.3243  -0.7575  0.060
H  5.2690  11.4374  7.4854  0.096
C  -7.6432  -4.9057  -0.2072  -0.094
H  -0.1675  -0.6909  -9.8072  0.099
C  -2.2182  -5.8256  3.9303  -0.222
C  4.8024  10.4819  7.2965  -0.106
C  -0.7469  10.1065  -0.7278  -0.087
C  4.2849  -8.3334  -2.7102  -0.099
C  7.3346  -0.6984  2.7784  -0.149
C  -0.2657  -9.3285  -1.7950  -0.054
B  1.0498  -0.0396  0.5706  -0.805
H  12.9068  -3.0683  -1.9393  0.057
O  -4.6301  -7.0015  6.3657  -0.240
C  -10.4997  0.0801  -1.6160  -0.239
O  -3.3578  -6.5369  4.1514  -0.192
C  -6.1336  0.2204  -2.1217  -0.256
H  3.6456  -7.4536  -2.7835  0.062
C  1.2798  0.9447  7.5053  -0.099
C  -1.9008  12.1029  -1.6144  -0.092
H  5.1153  1.5590  -2.6129  0.136
H  6.8017  -1.6324  2.9565  0.128
O  2.1195  -2.1000  -2.0515  0.106
H  -10.4217  -0.9982  -1.4767  0.097
H  -7.4288  -4.7745  0.8534  0.076
H  -10.6385  0.5595  -0.6471  0.110
O  8.5192  2.7354  -4.5740  -0.267
C  0.9959  2.1154  1.2752  -0.398
O  1.3784  3.2138  1.6273  0.145
H  -5.5543  0.1124  0.9533  0.120
O  7.0774  2.4753  -2.4762  -0.197
C  -7.7874  -2.0405  -1.0732  -0.246
H  -12.1803  2.5407  -2.2358  0.076
H  7.7111  -2.5339  -2.0355  0.068
S  3.3305  -9.6980  -3.5250  0.693
C  4.9133  9.4319  8.2198  -0.060
H  10.5477  -2.9993  -3.0448  0.102
C  1.6739  -1.5990  -1.0247  -0.351
C  1.9880  -0.1650  6.9914  -0.062
H  -7.4537  1.7223  0.1878  0.113
C  2.2167  -1.2032  7.9052  -0.108
H  -9.1083  1.6766  -1.9936  0.102
O  1.5350  -0.2888  -0.8273  0.202
O  1.1021  -1.3726  1.2577  0.213
H  -4.3176  2.6687  -3.4117  0.109
H  2.7199  -2.0732  7.5099  0.093
O  10.2099  -2.9911  -1.0613  -0.276
H  -5.9653  0.6304  4.7388  0.076
H  4.5237  4.3141  -3.2698  0.133
C  1.6767  -1.1900  9.1851  -0.096
O  -5.2313  -4.9041  5.0179  -0.259
C  -4.9792  1.9154  -3.8394  -0.252
H  -2.0241  13.1735  -1.6853  0.091
H  -6.6524  -4.5086  -2.3336  0.108
H  -8.6324  0.3893  0.7059  0.095
C  8.6047  -0.5868  3.7028  -0.176
C  0.8535  0.9494  8.7883  -0.144
O  7.6755  2.5405  2.7079  -0.260
H  -4.8846  -0.0499  3.6820  0.072
H  0.2849  1.8332  9.0371  0.102
C  1.3114  -1.6665  -8.8451  -0.121
H  -3.8521  9.3390  -1.6217  0.091
O  8.5718  4.4978  -2.8296  -0.267
C  3.4999  9.1262  5.8813  -0.106
H  4.0227  11.1328  5.4309  0.104
H  -5.7186  -2.3989  -1.5678  0.093
C  -3.0650  11.3235  -1.8439  -0.076
H  -8.6491  -4.4896  -0.1512  0.053
H  -0.5831  -9.5207  -0.7701  0.070
H  -6.2960  -0.8769  3.9338  0.073
C  9.8013  -2.6447  -2.3341  -0.319
H  -5.8756  -0.5689  -2.8278  0.086
C  3.3658  -0.4675  -8.4045  -0.061
H  0.6005  -0.0324  10.6840  0.101
H  -0.8239  -9.9780  -2.4694  0.072
H  -8.4828  -2.0509  -0.2340  0.088
H  0.1442  9.6877  -0.2839  0.098
S  -4.2785  -5.9400  5.4248  0.732
H  -5.4517  0.3191  -1.2771  0.098
O  6.8846  2.2708  5.0603  -0.250
H  -3.6154  0.1599  -3.5270  0.078
H  5.2292  -8.1293  -3.2150  0.071
O  1.7505  -9.2670  -3.0661  -0.291
H  9.8272  -1.5585  -2.4208  0.121
C  2.8462  0.6344  -9.0898  -0.089
O  6.3196  3.9525  -4.2031  -0.194
H  1.4921  -10.6745  -1.5064  0.112
C  -2.9750  9.9555  -1.4910  -0.115
H  -1.7792  8.2749  -0.7903  0.104
H  -8.1503  -2.4099  -2.0324  0.104
C  12.8617  -3.5344  -0.9550  -0.069
H  -11.4159  -0.0479  -3.6256  0.100
H  -7.5841  1.0668  2.9172  0.107
C  4.0688  10.3294  6.1513  -0.123
H  0.6923  -2.5464  -8.9387  0.106
H  -2.4191  -5.0059  3.2406  0.129
C  -1.8510  9.3299  -1.0102  -0.113
C  -0.3549  1.7630  0.7945  -0.457
C  1.2821  -9.6388  -1.7736  -0.268
H  8.5767  -1.2523  4.5657  0.122
H  -6.1883  1.7675  2.2012  0.116
H  -6.3218  2.4217  -2.3573  0.112
H  8.0318  -4.1641  -2.6205  0.072
H  1.7709  -8.9528  -1.0817  0.110
C  -6.5845  -4.3308  -1.2603  -0.192
C  5.6139  2.5200  -2.4857  -0.120
C  1.5371  0.6118  -9.6089  -0.099
H  12.8539  -2.7711  -0.1769  0.062
C  2.5368  -1.6276  -8.3027  -0.099
H  5.2821  3.0093  -1.5699  0.132
S  7.7767  3.4542  -3.5353  0.738
C  8.3504  -3.1241  -2.6920  -0.053
O  10.8994  -5.2613  -1.9663  -0.269
H  0.9376  1.6911  6.8038  0.102
C  -0.7507  11.4879  -1.0868  -0.083
C  5.1807  3.4933  -3.5574  -0.220
O  -1.3067  2.5211  0.6723  0.111
H  -10.8733  2.3426  -3.4777  0.054
C  -11.8027  1.9469  -3.0682  -0.086
C  1.3106  -2.3163  0.3461  -0.384
O  3.5408  -9.5922  -4.9460  -0.287
C  -9.1700  0.5978  -2.1368  -0.297
O  6.5272  0.3942  3.2157  -0.215
H  -7.0380  1.4389  -3.5688  0.089
H  5.3905  9.5148  9.1851  0.091
C  -1.8285  -5.2310  5.2976  -0.143
H  -6.8088  -1.0084  1.4606  0.102
H  -12.3361  1.9413  -4.0187  0.071
C  -5.9541  0.1440  3.7635  -0.094
H  4.2686  -8.5790  -1.6483  0.060
H  1.7582  -2.0630  9.8157  0.093
C  -6.5920  0.8144  2.5428  -0.272
H  -4.7574  0.0505  -4.8580  0.068
P  -7.7163  -0.1888  -1.3236  1.052
O  1.3688  -3.4909  0.5874  0.129
C  -6.1398  1.5307  -2.9581  -0.247
H  2.3348  -0.3462  5.9848  0.099
O  3.6711  -10.9546  -2.8304  -0.325
O  1.7681  1.0550  1.2082  0.247
H  9.5007  -0.8930  3.1628  0.124
H  -1.4183  -6.4455  3.5253  0.140
C  -11.6123  0.4203  -2.6610  -0.221
H  4.3457  -0.5094  -7.9523  0.095
H  -3.9912  11.6870  -2.2639  0.091
C  -6.6006  0.0407  1.2503  -0.261
S  7.4217  1.6550  3.8354  0.751
C  -7.6570  0.6573  0.2999  -0.246
H  0.0681  12.0843  -0.7122  0.091
H  -5.6545  -4.8384  -1.0043  0.105
H  -6.0670  -2.6157  0.0826  0.104
H  -0.4626  -8.3034  -2.1089  0.073
H  7.5434  -0.6294  1.7108  0.125
C  1.0665  -0.0339  9.7097  -0.082
H  -9.1018  0.4790  -3.2181  0.097
H  3.5282  1.4438  -9.3047  0.095
H  4.5943  2.9518  -4.2997  0.126
H  -12.5726  0.0498  -2.3023  0.101
C  -6.4685  -2.8338  -0.9070  -0.255
H  3.0249  9.1013  4.9117  0.102
H  3.2451  7.0779  6.3943  0.106
H  -3.4001  1.0940  -5.0611  0.077
H  4.4426  7.2844  8.4671  0.098
C  -4.1063  0.7339  -4.3130  -0.098
O  -3.0317  -5.1698  6.0824  -0.205
H  -5.3612  2.4963  -4.6789  0.110
C  4.4179  8.1485  7.8196  -0.096
S  11.1561  -4.4088  -0.8743  0.675
C  3.7106  8.0108  6.6760  -0.107
H  -7.8362  -5.9559  -0.4264  0.066
H  8.0813  -2.8345  -3.7077  0.071
H  2.8124  -2.5510  -7.8151  0.101
H  -1.1032  -5.8477  5.8283  0.126
O  10.9359  -4.8609  0.4928  -0.302
C  0.8202  -0.5057  -9.4114  -0.130
O  -0.3194  0.5473  0.4542  0.243

frontier orbital gap = 8.000 eV
LUMO energy = -0.82 eV
energy = -6499.8565 hartree